1.
{"formula": "C10H19BrFNO7S", "method": "ωB97M-V/def2-TZVPD", "elements": ["C", "C", "S", "O", "H", "H", "C", "H", "C", "H", "H", "O", "Br", "H", "H", "H", "O", "C", "C", "O", "O", "O", "H", "H", "F", "H", "C", "C", "H", "O", "H", "H", "H", "H", "N", "H", "H", "C", "C", "H"], "positions_angstrom": [[1.49701, 0.17152, -2.84281], [4.48880, -0.04877, 1.86436], [-5.17004, 0.16084, -2.68421], [-4.07754, -0.17942, -3.52261], [2.00841, -1.81664, 5.49627], [0.54667, -0.84160, 5.40252], [-3.15240, 0.87174, -1.14031], [2.13583, -1.45803, -1.65020], [2.48563, -0.46854, -1.91433], [-0.34612, 1.94157, -3.75437], [-2.52031, 1.79179, -2.98920], [-6.29738, 0.81242, -3.23643], [-5.56152, 0.65206, 0.19468], [-0.24788, -2.22411, 3.47282], [-2.95041, 1.04356, -0.09134], [-2.87553, -0.15323, -1.35862], [0.81607, -0.47293, -3.62531], [-0.81832, 1.45737, -1.68579], [2.70252, -1.19762, 2.79135], [3.44330, -1.97608, 3.32717], [1.37532, -1.17894, 2.88513], [3.07179, -0.19678, 1.99064], [4.95618, -0.98353, 1.56371], [1.24358, -3.15467, 3.51224], [-5.63637, -1.15801, -2.01786], [0.44041, -2.56125, 5.82424], [0.80626, -2.18304, 3.73979], [0.07994, 2.03057, -2.76037], [2.57955, 0.07938, -0.98377], [1.41242, 1.51924, -2.71204], [4.66580, 0.69776, 1.09536], [-2.45520, 2.84190, -1.56726], [0.17515, 3.09558, -2.57812], [4.91509, 0.29762, 2.80416], [-4.60365, 1.13072, -1.39574], [-0.76156, 0.37435, -1.62450], [3.46224, -0.59988, -2.36607], [0.95972, -1.83133, 5.20378], [-2.28646, 1.83351, -1.93119], [-0.50695, 1.88092, -0.73577]], "forces_ev_per_a": [[-0.668, -1.059, -1.183], [0.214, 0.092, -0.116], [0.197, 1.483, -0.921], [0.197, -0.091, 0.315], [0.012, -0.084, -0.026], [-0.102, -0.041, -0.002], [0.193, 0.506, -0.172], [-0.193, -0.240, -0.195], [0.046, -0.056, 0.360], [-0.022, -0.417, -0.185], [-0.073, -0.049, -0.171], [-0.325, -0.349, 0.463], [-0.078, 0.521, -0.265], [0.021, 0.128, -0.131], [-0.224, 0.012, 0.261], [-0.086, -0.252, -0.079], [0.668, 1.070, 1.067], [-0.374, 0.212, -0.153], [-0.143, 0.081, -0.042], [0.120, -0.117, 0.075], [-0.091, 0.013, -0.070], [0.091, 0.075, -0.105], [-0.033, -0.062, 0.102], [0.137, 0.060, -0.014], [-0.077, -0.249, 0.150], [-0.035, -0.008, -0.024], [-0.213, -0.261, 0.261], [-0.203, 0.537, -0.351], [0.135, 0.309, 0.002], [-0.001, -0.449, 0.601], [-0.191, 0.050, -0.001], [-0.212, 0.239, -0.116], [0.210, 0.200, -0.019], [0.020, -0.096, 0.032], [-0.022, -1.564, 0.448], [0.276, -0.174, -0.133], [0.163, 0.191, -0.192], [0.182, 0.179, 0.017], [0.371, -0.159, 0.207], [0.114, -0.182, 0.308]], "largest_force_ev_per_a": 1.76, "charge": 0, "energy_ha": -4045.90486}

2.
{"formula": "C10H19CrF6N2O9S2", "method": "ωB97M-V/def2-TZVPD", "elements": ["H", "H", "C", "O", "H", "H", "S", "C", "F", "C", "F", "O", "C", "H", "C", "H", "O", "C", "C", "C", "O", "F", "N", "H", "F", "H", "S", "H", "O", "N", "H", "C", "H", "O", "C", "H", "H", "Cr", "H", "H", "O", "F", "O", "H", "H", "H", "O", "F", "H"], "positions_angstrom": [[2.29015, -3.05827, -0.87303], [-3.70309, 0.07398, -0.22951], [1.27062, -3.88380, -2.70559], [0.39220, -1.23536, 1.99040], [-0.97175, 0.49129, -2.56274], [-2.07173, -2.11620, 3.81588], [3.12395, 1.23988, 0.58480], [-2.81967, -0.07643, -0.85003], [4.26908, 0.60343, -1.93950], [0.45512, 3.26346, 2.10735], [5.36922, 1.80769, -0.66718], [3.37389, -0.20493, 0.91099], [4.10094, 1.54733, -1.08761], [0.75363, -3.61703, -0.55029], [-2.67220, 2.04208, -2.34764], [-3.75793, 2.11914, -2.40552], [3.67193, 2.07006, 1.63367], [-1.09523, -1.75376, 4.13709], [-0.46023, -0.74502, 2.96550], [-2.11941, 1.22587, -1.17655], [-0.13321, -2.58161, 4.78696], [0.42279, 4.51842, 2.39756], [-0.85794, 0.86108, -1.62979], [-3.34520, -2.14943, 0.49090], [-0.80890, 2.77936, 2.17882], [-1.88754, 1.79550, -0.27663], [1.24474, 3.04595, 0.32502], [-0.49373, 1.78794, -1.79824], [2.40677, 3.92071, 0.29634], [1.59441, 1.27560, 0.30325], [-1.45117, -1.13678, 4.96217], [-2.35360, -2.24433, 0.04838], [-2.45667, -2.81080, -0.87714], [0.90991, -1.66008, -1.39273], [1.29563, -3.06632, -1.31910], [0.34185, -4.44343, -2.81650], [0.11046, -0.03285, 3.56150], [0.25004, -0.22583, 0.06283], [-1.84091, -2.94763, 0.70460], [-1.29257, -0.16606, 2.56535], [0.25530, 3.25738, -0.69272], [1.30029, 2.63832, 2.92470], [1.60067, -3.40354, -3.96346], [-3.17870, -0.60556, -1.73276], [-2.28272, 1.78485, -3.33264], [-2.32272, 3.04758, -2.11327], [-1.91294, -0.86089, -0.01008], [3.54771, 2.55560, -1.87572], [1.93851, -4.72675, -2.52821]], "forces_ev_per_a": [[0.640, -0.278, -0.445], [-0.306, 0.233, 0.017], [0.060, 0.681, 0.872], [-0.687, 0.498, -2.442], [0.500, -0.861, -0.052], [-0.421, -1.343, -0.971], [3.555, -6.928, 3.254], [-0.193, -0.311, 1.796], [-0.683, -2.373, -0.595], [0.531, -2.239, -1.157], [-0.704, 1.056, -0.065], [-0.093, 3.115, -2.078], [0.111, 1.812, 0.524], [-0.761, -0.371, -0.241], [-1.360, 1.328, 1.100], [-0.182, -0.116, 0.025], [-0.282, 0.693, -1.566], [3.453, 0.048, 0.788], [0.185, -0.808, 1.731], [-1.741, -0.935, -0.268], [-1.909, 0.519, -1.605], [-0.087, 1.842, 0.332], [3.436, -0.097, -0.654], [-0.377, -0.371, -0.019], [1.234, 0.092, -0.104], [-0.895, 0.290, 0.154], [0.463, -1.200, 0.218], [1.366, -0.042, -0.108], [-1.502, -0.763, 0.185], [-0.737, 5.705, -0.247], [-0.273, 1.529, 0.115], [-1.220, 0.187, 0.883], [0.275, 0.776, -0.705], [-0.372, -2.061, -0.051], [0.112, 3.112, -0.941], [-0.698, 0.061, -0.080], [0.210, 0.417, 0.516], [-0.284, -2.907, 1.191], [0.924, 1.089, 0.309], [-0.908, 0.272, -0.395], [-0.784, 0.401, 0.155], [-1.060, 0.193, -0.140], [-0.133, 0.133, 1.327], [0.520, -0.256, -0.301], [0.009, -0.411, 0.203], [-0.003, 0.284, -0.414], [-0.358, -0.948, -1.492], [0.816, -0.269, 1.507], [0.614, -0.481, -0.064]], "largest_force_ev_per_a": 8.44, "s2": 8.78, "spin_multiplicity": 6, "charge": -2, "energy_ha": -3618.84399}

3.
{"formula": "C10H19CuNO14", "method": "ωB97M-V/def2-TZVPD", "elements": ["O", "O", "H", "C", "O", "C", "H", "H", "H", "O", "H", "O", "C", "H", "O", "H", "H", "H", "H", "C", "H", "N", "C", "O", "H", "C", "O", "C", "C", "H", "O", "O", "O", "O", "Cu", "H", "H", "H", "O", "C", "H", "O", "C", "H", "H"], "positions_angstrom": [[0.37733, 3.69831, 2.21968], [3.65360, 0.49304, -2.90545], [1.20827, -2.30498, 3.65182], [-4.07412, 2.57831, -1.71834], [0.66995, -4.19237, -1.72960], [1.19135, -1.29724, 3.22988], [-1.49015, -2.19622, 0.13170], [-3.46047, 2.93525, -2.54961], [2.23995, -1.00406, 3.19503], [2.52909, -2.97293, -2.06075], [0.71527, -0.59815, 3.92222], [-1.15316, 2.29389, 1.56531], [1.46982, -3.10159, -1.48874], [1.39925, 2.35045, -3.37591], [5.24738, 0.11933, 1.47150], [-2.65269, -1.34615, 1.00789], [-3.58038, 0.18603, -2.36007], [-0.45161, 4.12228, 2.45356], [-1.21005, 0.57434, -1.92392], [0.05913, 2.52758, 1.65090], [-5.00127, 2.15254, -2.10546], [-1.15044, -0.12359, 0.06845], [4.49711, -0.49675, 0.54974], [0.54020, -1.19408, 1.97278], [-0.93454, -2.53464, 2.47989], [-1.74006, -0.13069, -1.28139], [0.94157, 1.80265, 1.14376], [-3.23403, 0.33724, -1.33492], [2.55588, 1.03523, -2.78362], [-3.87208, -0.23444, -0.65656], [-3.28371, 1.69534, -0.93518], [3.25953, -0.39949, 0.58329], [5.11706, -1.15623, -0.30369], [1.69080, 0.64438, -1.98975], [1.12132, -0.11310, 0.08797], [4.59895, 0.41098, 2.12478], [-1.43865, 0.69441, 0.60560], [-1.37470, -0.79932, 2.76452], [0.94577, -2.17597, -0.79182], [-0.86691, -1.51141, 2.10878], [-1.54545, -1.09814, -1.74442], [2.32443, 2.14505, -3.55318], [-1.58107, -1.32264, 0.77829], [-4.22686, 3.43009, -1.05612], [-0.03062, -3.92252, -1.11881]], "forces_ev_per_a": [[1.603, 1.048, 0.716], [0.096, 0.908, -0.932], [-0.471, -0.222, -0.186], [1.257, -0.038, 0.430], [-0.739, -0.268, 0.887], [0.247, 0.608, 0.194], [0.694, 0.140, -0.098], [-0.161, 0.006, -0.305], [-0.092, 0.140, -0.797], [0.350, -1.540, -0.317], [-0.154, -0.118, 0.245], [-1.776, -0.138, 0.619], [2.370, 2.842, -1.655], [-0.021, 0.180, 0.066], [0.331, 1.055, 2.085], [-0.227, 0.462, 0.159], [-0.118, 0.115, -0.102], [-0.219, -0.237, -0.079], [0.250, 0.122, 0.227], [-0.808, -1.705, -2.024], [-0.132, -0.093, 0.220], [0.300, -1.029, -0.494], [1.148, -2.963, -4.578], [-0.759, -0.555, 0.810], [-0.310, -0.047, 0.044], [-0.438, 1.016, -0.206], [1.309, 0.135, 0.512], [1.151, -0.434, 0.111], [3.515, -2.207, 0.613], [-0.083, -0.190, -0.018], [-0.508, -0.106, -0.149], [-3.122, 1.094, 1.646], [0.251, 0.633, 1.186], [-3.340, 0.489, 1.416], [1.277, -0.299, -1.186], [0.085, 0.370, 0.020], [0.316, 0.681, -0.006], [0.452, -0.014, 0.632], [-2.093, 0.356, 1.778], [0.882, 0.732, -0.740], [-0.284, -0.157, 0.162], [-0.969, 0.809, -0.550], [-0.109, -1.048, -0.025], [-0.454, 0.046, -0.167], [-0.495, -0.580, -0.167]], "largest_force_ev_per_a": 5.57, "s2": 0.75, "spin_multiplicity": 2, "e_above_lowest_kj_mol": 235.0, "charge": -2}